Entry 1:
Formula: C11H20N2O6
Source: OMol25
Level of theory: ωB97M-V with the def2-TZVPD basis set

```
39
C11H20N2O6 ωB97M-V with the def2-TZVPD basis set
C 4.927 -1.143 -0.444
C 3.866 -0.821 0.640
C 4.142 0.627 1.103
C 4.063 -1.770 1.835
O 3.791 -3.120 1.450
C 2.413 -1.007 0.087
O 2.282 -1.462 -1.053
C 1.168 -0.664 0.869
O 1.227 0.195 1.740
O -0.003 -1.302 0.557
H 4.820 -0.469 -1.300
H 5.940 -1.034 -0.044
H 4.817 -2.172 -0.804
H 5.210 0.775 1.296
H 3.610 0.864 2.029
H 3.831 1.341 0.334
H 5.091 -1.693 2.205
H 3.395 -1.485 2.656
H 3.929 -3.733 2.192
H -0.713 -0.951 1.132
C -5.165 0.826 1.431
N -4.178 1.063 0.379
C -2.974 0.476 0.326
O -2.596 -0.316 1.181
C -2.015 0.860 -0.809
N -2.479 1.972 -1.649
C -3.325 1.904 -2.676
C -3.824 0.556 -3.160
O -3.716 2.926 -3.212
H -6.061 1.421 1.248
H -4.744 1.100 2.400
H -5.436 -0.231 1.455
H -4.404 1.734 -0.340
H -1.838 -0.025 -1.421
H -1.065 1.144 -0.357
H -2.154 2.900 -1.423
H -4.489 0.714 -4.009
H -4.368 0.051 -2.365
H -2.978 -0.050 -3.479
```

Properties
LUMO in eV: 0.0
Total charge: 0
Max |F| in eV/Å: 3.81
SMILES string: CC(C)(CO)C(=O)C(=O)O.CNC(=O)CNC(C)=O
HOMO in eV: -9.76
Energy above the lowest of the compared OMol25 structures with the same formula, charge and spin in kcal/mol: 0.0

Per-atom Mulliken charges, elementary charge units: -1.760 2.149 -1.773 -1.031 -0.536 0.024 -0.594 0.562 -0.579 -0.390 0.395 0.434 0.366 0.452 0.375 0.388 0.450 0.414 0.317 0.379 -0.938 -0.153 0.592 -0.792 -0.504 -0.118 0.685 -1.039 -0.661 0.348 0.293 0.293 0.268 0.240 0.310 0.190 0.307 0.298 0.337

---

Entry 2:
Formula: C3H7N
Source: OMol25
Level of theory: ωB97M-V with the def2-TZVPD basis set

```
11
C3H7N ωB97M-V with the def2-TZVPD basis set
H 2.573 1.104 0.103
N 1.957 0.303 0.226
C 0.888 0.310 -0.438
C -0.125 -0.771 -0.243
C -1.235 -0.003 0.470
H 0.574 1.122 -1.145
H -0.475 -1.152 -1.203
H 0.286 -1.549 0.398
H -2.131 -0.612 0.560
H -0.914 0.326 1.454
H -1.398 0.920 -0.182
```

Properties
LUMO in eV: 1.2
Total charge: 0
Max |F| in eV/Å: 1.57
SMILES string: [H]/N=C/CC
HOMO in eV: -9.77
Energy above the lowest of the compared OMol25 structures with the same formula, charge and spin in kcal/mol: 5.8

Per-atom Mulliken charges, elementary charge units: 0.240 -0.603 -0.034 -0.326 -1.022 0.355 0.266 0.246 0.305 0.307 0.266

---

Which orbital gap belongs to each record? In order, 9.7902, 10.9845 eV.